i) {"formula": "C36H60OP2Pd", "method": "the ωB97M-V functional and the def2-TZVPD basis", "symbols": ["H", "H", "H", "C", "H", "O", "H", "H", "P", "H", "H", "H", "H", "C", "H", "H", "C", "C", "H", "H", "H", "H", "C", "H", "H", "C", "C", "C", "H", "C", "H", "C", "C", "C", "C", "C", "H", "H", "H", "H", "H", "H", "C", "H", "H", "H", "C", "H", "C", "C", "H", "C", "H", "H", "C", "H", "H", "H", "C", "C", "H", "H", "H", "H", "H", "C", "H", "C", "H", "H", "H", "H", "C", "H", "C", "C", "H", "P", "H", "C", "H", "C", "H", "H", "Pd", "H", "C", "H", "H", "C", "H", "C", "C", "H", "H", "H", "C", "H", "C", "C"], "positions_angstrom": [[9.2153, -3.7889, -1.6546], [6.9085, 0.2987, -1.3756], [-0.6191, -3.4559, 3.1588], [-1.5712, -3.5094, 2.6286], [-2.3340, 6.3002, -1.5576], [-2.0223, 2.6377, 0.7290], [-1.1640, -0.6402, -3.1308], [-3.3782, 1.9353, -1.9496], [5.9311, -1.9010, -1.6673], [6.4494, 0.0383, -3.0930], [2.5377, -0.4739, 0.5553], [-6.7359, 3.9396, 1.4018], [-1.3297, 4.1198, -4.1457], [8.4823, -3.0795, -1.2419], [-1.6642, -0.9086, 5.2011], [-4.2005, -0.1082, -0.5423], [-4.3954, 5.2081, 0.9913], [-6.3505, 2.9272, 1.4990], [-2.5503, 5.1869, -3.4432], [-7.0120, 2.3603, 2.1604], [-5.4349, 4.5994, 3.4203], [-0.0797, 1.6771, -0.2007], [1.9526, -0.9360, -0.2531], [-6.3473, 2.4621, 0.5117], [2.0186, 1.0730, -1.0222], [-3.5090, -2.7086, 0.2272], [-2.8164, 5.6303, -0.8445], [-4.1867, 0.2969, 0.4718], [1.3315, -0.0672, -2.1613], [-2.4613, 0.1124, 2.4788], [-2.7828, -3.4792, -0.0730], [-5.0006, 3.6061, 3.4713], [0.9283, -1.8327, 0.3984], [-2.9185, -1.7776, 1.2350], [7.5684, -2.5234, -2.3415], [-1.6469, 4.6097, -3.2184], [-4.0961, 7.1411, 0.0635], [7.3326, -3.2934, -3.0930], [-5.2182, 0.2248, 0.8313], [-4.4010, -3.2241, 0.6306], [-2.0674, 0.8416, -1.0687], [-3.0276, 1.5466, 3.9764], [-3.2256, -0.3941, 1.3507], [-0.4350, 0.0622, 4.3779], [3.8571, -1.8871, -2.9383], [-4.0169, 3.3507, -2.7773], [4.8424, -2.3531, -3.0812], [1.2098, -2.3159, 1.3426], [8.9101, -4.2266, 1.2879], [-1.3289, -0.9689, -2.0885], [-0.8630, 5.3002, -2.8977], [-4.0644, 3.8739, 1.0987], [-5.6368, 3.0030, 4.1261], [-1.4607, -4.1227, 1.7357], [-2.5366, 4.2655, -0.8935], [-4.5611, 2.0043, 2.1654], [0.5606, -2.0064, -2.3293], [-2.3698, -1.3185, -2.0557], [-0.9860, -0.8857, 4.3317], [-2.8827, 3.4903, 0.3135], [8.5040, -5.9324, -0.9709], [8.0563, -1.6790, -2.8503], [-4.0155, 3.6790, 3.9296], [-0.5940, -3.3022, 0.0891], [9.1674, -3.2686, 1.7569], [-0.1268, -2.4055, -0.3282], [-3.9101, 1.3442, 0.3912], [1.3451, 0.2045, -1.0948], [-0.2852, -1.7235, 4.4191], [7.1139, -6.3228, 0.0996], [8.5618, -4.9125, 2.0708], [-1.1316, 2.9552, -1.8938], [-2.4140, 1.4455, 3.0744], [-5.2200, 5.5293, 1.6546], [7.4985, -5.6232, -0.6541], [6.1440, -0.1117, -2.0480], [-3.8308, -2.1678, -0.6739], [7.5239, -3.9465, 0.1130], [2.6713, -1.5109, -0.8619], [-0.3838, -2.1513, -1.7838], [9.0276, -2.2671, -0.7368], [-1.7563, -0.9715, 3.0501], [-2.3052, -3.9986, 3.2854], [4.7128, -3.4430, -3.0848], [-0.8304, -0.6613, 0.9322], [-2.9013, 2.2573, -3.6274], [-1.2066, 0.1583, -1.1381], [-2.6978, 2.1451, 2.2903], [9.7980, -4.6488, 0.7986], [-0.0080, 0.6637, -0.6324], [-0.8487, -3.0621, -2.1996], [-2.0104, 3.5869, -2.1441], [-3.7682, 6.0925, 0.1077], [-1.4049, 1.7545, 3.3562], [5.2683, -2.0283, -4.0399], [6.8165, -5.6185, -1.5130], [-2.0255, -2.1328, 2.2844], [5.1946, 0.4072, -1.8583], [-3.1355, 2.7136, -2.6670], [-4.9406, 3.0170, 2.0651]], "lowdin_spin": [0.008, 0.000, 0.001, 0.011, -0.005, 0.240, 0.002, 0.000, 0.311, 0.011, 0.001, 0.000, 0.000, 0.023, 0.012, 0.001, 0.003, 0.008, 0.000, 0.001, 0.000, 0.007, 0.009, 0.001, 0.001, 0.030, -0.017, 0.018, 0.001, 0.162, 0.004, 0.006, 0.026, 0.213, 0.018, -0.001, 0.012, 0.001, 0.008, 0.014, 0.002, 0.011, 0.168, 0.004, 0.001, 0.001, 0.048, 0.004, 0.066, 0.010, 0.000, 0.169, 0.001, 0.000, 0.179, 0.000, 0.002, 0.001, 0.028, 0.090, 0.011, 0.006, 0.000, 0.002, 0.000, 0.076, 0.002, 0.007, 0.001, 0.001, 0.000, 0.008, 0.027, -0.003, 0.051, 0.054, 0.002, 0.365, 0.003, 0.010, 0.000, 0.163, 0.006, 0.000, 0.718, 0.002, 0.053, 0.000, 0.014, 0.041, 0.000, 0.022, 0.255, 0.005, 0.011, 0.000, 0.139, 0.000, 0.012, 0.014], "gap_ev": [6.963, 4.260], "molar_mass_g_mol": 677.24, "charge": 2, "multiplicity": 5, "s_squared": 6.06, "e_homo_ev": [-11.02, -12.86]}



ii) {"formula": "C36H60OP2Pd", "method": "the ωB97M-V functional and the def2-TZVPD basis", "symbols": ["H", "C", "H", "H", "H", "H", "H", "C", "C", "H", "H", "H", "C", "C", "H", "H", "C", "H", "H", "H", "C", "H", "P", "H", "C", "H", "Pd", "H", "P", "H", "H", "H", "H", "H", "C", "H", "C", "C", "H", "C", "H", "H", "H", "H", "H", "H", "C", "C", "C", "O", "H", "H", "C", "H", "H", "C", "H", "C", "H", "H", "C", "C", "H", "H", "C", "H", "H", "H", "H", "H", "C", "H", "C", "C", "H", "C", "H", "C", "H", "C", "C", "H", "H", "H", "H", "C", "H", "C", "H", "H", "H", "C", "C", "H", "C", "C", "H", "C", "C", "H"], "positions_angstrom": [[-3.5214, -1.9363, 7.0418], [-2.2825, -5.3345, 1.9753], [-1.8583, 2.3090, 2.0367], [0.5467, -3.5736, 2.9202], [0.8203, -0.2130, 3.3954], [-1.0799, 2.1311, 3.6315], [-1.2826, 0.7156, 2.6039], [-0.2005, -1.2085, -0.1377], [-3.2038, -4.0782, 4.4102], [-1.9769, -1.4540, -6.0342], [1.6209, 1.0443, 4.3267], [-2.6739, 0.1116, -5.5082], [2.3017, -1.6942, 0.0620], [3.9066, 1.6601, 1.5340], [-1.5526, -3.3279, 1.7207], [-3.6550, -4.9810, 4.0087], [-0.9781, 4.4094, -7.2790], [2.1613, 4.5949, -0.8686], [-1.8380, -5.6739, 1.0338], [-0.2410, 0.3541, -3.2542], [2.5842, -0.1817, -1.8726], [-1.7025, 1.2454, 7.2636], [-0.2617, 2.9356, -6.4363], [0.3642, -2.1374, -5.9731], [0.8724, -1.2618, -5.5427], [-0.9476, 4.3864, 2.0455], [-0.5496, 3.5114, -0.6293], [2.0751, 2.2356, -6.7805], [-0.2443, 0.2069, -5.5688], [-4.5522, -3.9729, 6.0812], [3.9967, 0.6171, 1.8780], [3.6093, 0.2069, -1.9589], [-0.4860, -1.6396, 7.8222], [0.6184, 0.1218, -7.8820], [-0.8378, 1.7489, -7.7879], [-2.5677, -0.1728, 7.8934], [-2.0508, -1.7492, 5.5156], [2.5094, -1.6132, -1.4661], [-2.2326, -6.1597, 2.6958], [1.5417, 0.6072, -2.1638], [1.1771, -1.4709, -4.5071], [4.4644, 1.7692, 0.5856], [0.0726, -5.2001, 3.5191], [1.7450, -2.2029, -1.9841], [-1.0724, -0.4285, -7.8166], [-0.7258, 4.4305, -8.3488], [-3.7080, -3.5075, 5.5812], [1.4477, 1.4400, 2.2354], [-0.4094, -1.0552, -1.6194], [-0.7305, -1.6161, 3.5375], [-1.9463, -0.9815, -4.3019], [-0.0314, -1.9006, -2.2042], [0.5242, 3.1770, 1.0128], [-1.5015, -1.0952, -1.7698], [3.0616, -1.0618, 0.5538], [-2.2436, 0.3361, 6.9775], [-1.1284, -1.1199, 0.4512], [0.0838, 0.2873, -2.1891], [-0.4462, 2.0816, -8.7624], [-3.1265, 0.6343, 6.4049], [-0.1121, 4.5230, 1.3360], [-3.1302, -2.3605, 6.1164], [2.5860, -0.0257, 3.3024], [0.6694, 5.1582, 1.7850], [2.4748, 2.0284, 1.4287], [1.4335, 3.0658, -8.2303], [-0.9384, 0.0379, 5.3016], [-0.6014, 5.3139, -6.7897], [3.1536, 4.8040, 0.5627], [0.3623, -4.9348, 1.7665], [-1.8719, -0.6157, -5.3324], [1.8979, 3.9978, -6.7743], [1.6391, 0.5101, 3.3638], [-1.5244, -4.1172, 2.4973], [3.5567, 3.5425, -0.6021], [-1.0555, 1.7933, 2.5779], [1.7854, 1.6161, -2.5064], [-0.0366, -4.4790, 2.6895], [2.5070, -2.7231, 0.4136], [-2.1269, -3.5167, 3.7491], [0.9515, -1.2590, 0.5329], [1.7732, -1.0364, -6.1301], [4.4173, 2.2825, 2.2961], [-1.9379, 1.7919, -7.8154], [-2.0676, 4.3792, -7.1605], [1.4508, 3.0644, -7.1323], [-0.5002, 1.0969, -1.6816], [2.7251, 4.0471, -0.1022], [3.4744, -2.0775, -1.7120], [0.4151, -0.1671, 7.3852], [-3.3306, -5.0908, 1.7835], [-1.5648, -2.2584, 4.2340], [-1.3382, -0.5603, 6.1341], [0.8947, -1.0541, 1.5873], [1.9590, 3.0829, 0.7015], [0.2411, 2.0500, 1.9450], [0.5551, -1.6263, 6.3767], [-0.1387, -1.0246, 6.9779], [-0.3708, 0.3359, -7.4462], [-0.5350, 5.0993, 0.4631]], "lowdin_spin": [-0.004, -0.001, 0.003, 0.000, 0.004, 0.022, 0.011, 0.005, -0.003, 0.009, 0.012, 0.000, 0.001, 0.019, 0.006, -0.004, 0.079, 0.005, 0.000, 0.015, 0.005, 0.000, 0.320, 0.014, 0.067, 0.001, 0.457, 0.000, 0.337, 0.012, 0.002, 0.000, 0.000, 0.000, 0.007, 0.000, 0.157, 0.001, 0.000, 0.005, 0.001, 0.002, 0.000, 0.000, 0.007, 0.014, 0.227, 0.193, 0.003, 0.298, 0.000, 0.001, 0.169, 0.000, 0.000, 0.002, 0.001, 0.037, 0.005, 0.000, 0.051, -0.001, 0.001, 0.011, 0.166, 0.006, 0.003, 0.000, 0.021, 0.001, 0.037, 0.000, 0.025, 0.018, 0.005, 0.056, 0.002, 0.010, 0.000, 0.151, 0.005, 0.000, 0.009, 0.000, 0.000, 0.029, 0.016, 0.051, 0.000, 0.001, 0.000, 0.099, 0.016, 0.001, 0.299, 0.329, 0.000, 0.011, 0.025, 0.023], "gap_ev": [6.308, 4.178], "molar_mass_g_mol": 677.24, "charge": 2, "multiplicity": 5, "s_squared": 6.06, "e_homo_ev": [-11.82, -12.70]}



Stability check: which of them is most stable? i).